Record 1
Formula: C5H8N2
Source: the OMol25 dataset
Level of theory: wB97M-V/def2-TZVPD

- 2S+1 = 1
- Kohn-Sham gap (eV) = 10.76
- SMILES string = C[C@H]1CN1CC#N
- M (g mol⁻¹) = 96.13
- HOMO energy (eV) = -9.78
- relative energy (zero: lowest compared OMol25 entry of this formula, charge and spin) (eV) = 1.761
- total energy (eV) = -8293.2357

```
15
Properties=species:S:1:pos:R:3:forces:R:3
H 2.0736 1.3905 0.5467 0.140 -0.182 -0.030
H -0.0118 -1.0478 -0.8320 -0.445 0.319 -0.088
H -2.5823 -1.1416 -0.2703 0.113 -0.066 0.102
C -1.8119 -0.9734 0.4893 -0.029 -0.021 0.122
C 2.1327 -0.1193 -0.9351 0.079 -0.303 -0.770
C -0.5692 -0.4055 -0.1442 -0.025 -0.202 -0.021
C -0.5187 1.0758 -0.2697 -0.168 0.170 -0.231
C 1.7007 0.3697 0.4183 0.362 -0.030 0.114
H -1.6178 -1.9064 1.0248 -0.002 0.037 -0.130
N 0.2818 0.3891 0.7324 0.093 -0.046 0.137
H 2.1906 -0.2717 1.1549 0.097 0.069 -0.108
H -1.3987 1.5945 0.1351 0.555 0.019 -0.298
N 2.4632 -0.5393 -1.9649 -0.419 0.593 1.330
H 0.0508 1.5765 -1.0549 -0.394 -0.200 -0.023
H -2.2022 -0.2501 1.2141 0.044 -0.157 -0.105
```
Forces are in eV/Å.


Record 2
Formula: C4H11NO
Source: the OMol25 dataset
Level of theory: wB97M-V/def2-TZVPD

- 2S+1 = 1
- Kohn-Sham gap (eV) = 9.82
- SMILES string = C=CCCN.O
- M (g mol⁻¹) = 89.14
- HOMO energy (eV) = -8.90
- relative energy (zero: lowest compared OMol25 entry of this formula, charge and spin) (eV) = 1.645
- total energy (eV) = -7862.9088

```
17
Properties=species:S:1:pos:R:3:forces:R:3
H 1.0694 -1.0019 -1.4076 0.027 -0.311 0.348
C -1.3300 -0.0864 0.7513 -0.488 -0.980 0.687
H 1.1712 -2.1328 0.9465 -0.171 -0.047 0.444
O -1.9590 2.2458 -1.3645 -0.318 0.455 -0.480
H -0.8122 0.3475 1.5950 0.301 0.398 -0.227
H 2.6546 0.1330 0.0594 0.166 0.097 -0.139
H -1.3095 -1.1341 -1.0472 -0.065 -0.026 -0.138
H -2.3741 -0.2922 0.9739 0.028 0.022 -0.275
H 2.1253 -1.3504 2.1501 -0.313 -0.236 0.126
H -2.4483 1.4160 -1.3647 0.379 0.065 0.277
C -0.7287 -0.5841 -0.3202 0.224 0.833 0.183
H 0.7767 0.6338 -1.2625 -0.331 0.227 0.158
C 1.6932 -0.1626 0.4723 -0.091 -0.448 0.681
H -1.2135 2.1590 -0.7685 -0.106 -0.385 0.133
C 0.7043 -0.2814 -0.6656 0.344 -0.162 -0.868
N 1.8305 -1.4211 1.1957 0.566 0.281 -0.776
H 1.4033 0.6239 1.1742 -0.152 0.218 -0.134
```
Forces are in eV/Å.


Record 3
Formula: C14H27N2O2ReSSeTe
Source: the OMol25 dataset
Level of theory: wB97M-V/def2-TZVPD

- 2S+1 = 2
- Kohn-Sham gap (alpha / beta) (eV) = 5.85 / 6.21
- net charge = -1
- M (g mol⁻¹) = 680.22
- HOMO energy (alpha / beta) (eV) = -3.35 / -3.71
- relative energy (zero: lowest compared OMol25 entry of this formula, charge and spin) (eV) = 0.333
- total energy (eV) = -107637.6049

```
49
Properties=species:S:1:pos:R:3:forces:R:3
C 1.1937 4.2303 -1.6553 0.077 0.306 -0.061
N -0.2844 -1.8325 0.1269 0.145 -0.044 0.264
C 2.7982 -0.8947 3.5834 -0.012 0.041 -0.035
H -3.5017 -2.1685 -0.5924 -0.005 -0.039 -0.023
H 2.9060 0.1206 0.8415 -0.051 0.051 0.108
H -2.9677 -1.7324 -2.9371 -0.003 -0.003 0.009
C -1.3625 -2.4480 -0.6745 -0.014 -0.210 -0.052
H 2.9038 -1.7855 4.2054 -0.012 -0.130 0.057
H 2.0240 -5.4029 -3.4391 -0.069 -0.171 -0.077
H 4.2552 -2.2815 -1.4481 0.161 0.119 0.095
H -2.5713 -0.7934 -0.0515 -0.010 0.020 0.024
H -1.8731 0.3538 -3.6490 0.007 -0.089 0.153
C -2.6125 -1.5733 -0.8126 0.090 0.026 0.033
C 1.9596 0.0784 1.4032 0.386 -0.048 0.099
H 3.7994 -0.5387 3.3335 0.086 0.025 -0.022
H -3.6882 -0.3220 -2.1921 0.001 0.031 0.030
H -0.9456 -2.6588 -1.6600 -0.005 -0.012 0.022
C 3.4262 -4.1056 -2.3692 -0.004 -0.081 -0.048
H 3.7168 -2.3647 1.6923 0.141 0.039 -0.017
H 4.2138 -4.8059 -2.1397 0.074 -0.083 0.011
H 0.5559 -2.4083 0.0570 -0.251 0.122 0.020
H -0.7442 -0.7658 -2.9018 -0.066 0.025 -0.022
H 0.9392 4.4803 -2.6862 0.033 0.050 0.013
H 1.9715 0.9876 2.0233 -0.016 -0.189 -0.051
H 2.3122 -0.1221 4.1776 -0.049 0.074 0.030
H 2.4570 -2.3147 0.4950 -0.050 -0.005 -0.131
S 1.2697 -3.0824 -3.2193 -0.054 0.008 -0.158
C 2.3420 -2.0374 -2.3841 0.087 0.176 0.167
C -2.7871 -0.9443 -2.1973 0.059 -0.018 -0.040
H 0.7185 4.9400 -0.9723 0.027 -0.008 -0.025
Re 0.3491 0.3908 0.0376 -0.755 0.231 0.472
Se -1.2861 0.9347 1.5879 0.112 -0.009 -0.060
H -0.6544 1.6485 -2.1388 -0.126 -0.173 0.040
C 2.2966 -4.4412 -3.0488 -0.005 0.019 0.066
H -1.9563 1.2743 -1.2117 0.133 -0.032 -0.105
O 1.6054 3.0934 0.6254 0.207 0.265 0.086
C -1.6028 -0.1216 -2.6933 -0.074 -0.029 -0.143
H -1.6262 -3.4210 -0.2350 -0.007 0.127 -0.077
H 0.9929 -1.4357 2.6140 0.069 0.040 -0.080
H -0.5509 -1.8149 1.1128 0.022 -0.090 -0.208
C 1.0434 2.3609 -0.1452 -0.342 -0.174 -0.135
N -1.1655 0.8734 -1.7129 0.067 0.161 0.038
Te 2.0039 0.0414 -2.1220 0.262 -0.094 -0.546
C 2.0146 -1.1696 2.3001 -0.144 0.021 0.038
H 2.2674 -3.3256 1.9349 -0.017 -0.072 0.072
O 0.7310 2.9203 -1.4381 0.102 -0.254 0.151
H 2.2752 4.2983 -1.5112 -0.038 0.016 -0.016
C 3.4513 -2.7381 -1.9967 -0.121 0.029 -0.023
C 2.6334 -2.3647 1.5670 -0.048 0.036 0.057
```
Forces are in eV/Å.


Record 4
Formula: C2H2I4S
Source: the OMol25 dataset
Level of theory: wB97M-V/def2-TZVPD

- 2S+1 = 1
- Kohn-Sham gap (alpha / beta) (eV) = 5.71 / 5.71
- M (g mol⁻¹) = 565.72
- HOMO energy (alpha / beta) (eV) = -8.43 / -8.43
- relative energy (zero: lowest compared OMol25 entry of this formula, charge and spin) (eV) = 3.289
- total energy (eV) = -45340.3371

```
9
Properties=species:S:1:pos:R:3:forces:R:3
I -0.7815 -1.4844 0.5905 0.027 -0.313 0.084
I 1.3928 -0.5921 3.2382 -0.735 0.000 -0.052
S -0.0605 -1.1807 -2.1116 -0.215 -0.889 1.422
C 0.3403 0.4897 -1.9587 -1.418 0.105 0.458
H -1.1647 0.0817 2.7913 -0.083 0.275 0.156
H 0.7921 0.6571 -2.9040 0.663 1.170 -0.551
I -1.5639 1.6935 -1.8745 0.766 -0.068 -0.093
C -0.5513 -0.7702 2.5378 0.858 -0.266 -1.034
I 1.5967 1.1053 -0.3091 0.137 -0.014 -0.389
```
Forces are in eV/Å.


Record 5
Formula: C5H9NO
Source: the OMol25 dataset
Level of theory: wB97M-V/def2-TZVPD

- 2S+1 = 1
- Kohn-Sham gap (eV) = 9.69
- M (g mol⁻¹) = 99.13
- HOMO energy (eV) = -8.69
- relative energy (zero: lowest compared OMol25 entry of this formula, charge and spin) (eV) = 5.302
- total energy (eV) = -8863.9105

```
16
Properties=species:S:1:pos:R:3:forces:R:3
H -0.0126 2.3311 -0.9570 0.490 -1.354 0.965
H -2.0489 0.9878 -0.4182 1.701 -0.815 0.480
H -0.6810 0.2461 2.0089 0.059 -1.300 0.030
H 1.2652 0.3039 -1.3671 -0.640 0.837 -4.090
H 0.4237 2.0313 0.6763 0.264 1.455 3.230
H 1.9907 -0.6683 0.9728 -1.703 -0.023 -0.464
C -1.0478 0.4976 -0.0916 -2.406 3.249 1.223
C 1.2424 -0.5976 0.0948 5.191 0.546 2.573
H 1.8841 -0.9944 -0.6728 -0.194 -2.409 0.015
C -0.1108 -1.1407 0.2472 4.340 -5.126 6.151
H -2.0037 -0.8768 1.3638 0.963 0.193 -0.214
C 0.2197 1.5196 -0.1679 -2.893 -1.143 -4.336
H 0.1927 -2.3118 0.6517 -1.846 2.272 -2.063
C -1.0140 -0.4021 1.1620 -1.021 3.338 2.519
N 1.3410 0.7122 -0.5148 0.326 1.406 2.304
O -0.7667 -0.6619 -0.7652 -2.631 -1.127 -8.322
```
Forces are in eV/Å.


Record 6
Formula: C3H9N2O
Source: the OMol25 dataset
Level of theory: wB97M-V/def2-TZVPD

- 2S+1 = 1
- Kohn-Sham gap (eV) = 11.11
- SMILES string = CNC(=O)C[NH3+]
- net charge = +1
- M (g mol⁻¹) = 89.12
- HOMO energy (eV) = -14.53
- relative energy (zero: lowest compared OMol25 entry of this formula, charge and spin) (eV) = 1.177
- total energy (eV) = -8277.8972

```
15
Properties=species:S:1:pos:R:3:forces:R:3
N 1.5925 -0.0491 1.5554 -1.234 2.250 0.361
H -0.4992 -0.3363 1.4961 -0.112 -0.235 -0.282
N -0.4914 0.4198 -1.3414 -0.511 1.210 -0.674
C 0.3242 0.5862 -0.3158 0.160 -0.912 -0.840
H -0.3783 1.1449 -2.0410 0.137 -0.007 0.083
H 2.2613 -0.6995 1.9535 -0.095 -0.350 -0.412
H 1.2141 0.5319 2.3078 0.564 -0.296 0.435
H -2.3157 -0.2298 -0.4874 -0.305 0.855 -0.421
H -2.3328 0.0422 -2.3089 0.183 -0.179 0.356
H 0.5036 -1.5220 0.6058 -0.559 -0.209 -0.895
O 1.1875 1.4690 -0.2728 -0.118 -0.259 0.215
C 0.3321 -0.4764 0.8027 1.510 0.555 1.302
H -1.5666 -1.3774 -1.4048 -0.099 0.422 -0.978
C -1.7650 -0.2862 -1.4364 0.394 -1.870 1.614
H 1.9339 0.7827 0.8872 0.087 -0.973 0.136
```
Forces are in eV/Å.


> Which formula does entry 2 have?

C4H11NO